76
Properties=species:S:1:pos:R:3 method="wB97M-V/def2-TZVPD" charge=-1 spin_multiplicity=1 e_tot_ha=-1865.069720 lumo_energy_ev=2.54
Pt 0.286 1.115 0.866
C -4.067 -2.053 -0.607
N -3.933 -1.590 0.753
C -5.187 -1.320 1.416
C -2.754 -0.969 1.206
N -1.968 -0.244 0.482
C -2.418 0.403 -0.655
C -3.639 1.062 -0.677
C -4.163 1.590 -1.863
C -3.470 1.474 -3.035
C -2.158 0.932 -3.035
C -1.418 0.916 -4.243
C -0.112 0.513 -4.247
C 0.511 0.154 -3.046
C -0.179 0.140 -1.844
N 0.590 -0.053 -0.677
C 1.407 -1.068 -0.612
N 1.114 -2.291 -1.198
C 2.089 -2.955 -2.031
C -0.258 -2.676 -1.421
N 2.603 -1.072 0.086
C 2.704 -2.088 1.133
C 3.231 0.173 0.536
C -1.580 0.460 -1.827
N -2.455 -1.260 2.505
C -1.422 -0.590 3.284
C -3.039 -2.388 3.196
H -4.558 -3.034 -0.605
H -3.089 -2.161 -1.069
H -4.655 -1.369 -1.229
H -5.738 -2.244 1.630
H -5.823 -0.681 0.789
H -5.014 -0.802 2.357
H -4.208 1.135 0.241
H -5.137 2.065 -1.843
H -3.873 1.846 -3.969
H -1.906 1.261 -5.147
H 0.470 0.520 -5.161
H 1.576 -0.039 -3.024
H 3.085 -2.597 -1.782
H 1.896 -2.762 -3.095
H 2.055 -4.037 -1.870
H -0.883 -2.171 -0.686
H -0.350 -3.759 -1.283
H -0.618 -2.421 -2.427
H 2.223 -3.008 0.812
H 2.221 -1.730 2.050
H 3.755 -2.289 1.344
H 4.081 0.723 -1.230
H 4.171 -0.156 1.007
H 2.588 0.648 1.296
H -0.816 0.121 2.719
H -0.719 -1.344 3.650
H -1.868 -0.085 4.144
H -3.573 -3.034 2.505
H -3.728 -2.066 3.986
H -2.243 -2.964 3.674
C 3.846 3.275 -1.466
C 3.900 2.454 -0.178
C 2.989 3.081 0.875
C 5.348 2.415 0.339
N 3.428 1.100 -0.549
H 4.162 4.304 -1.283
H 2.826 3.279 -1.852
H 4.503 2.849 -2.230
H 3.113 4.166 0.887
H 3.201 2.710 1.880
H 1.952 2.800 0.644
H 5.732 3.426 0.491
H 6.007 1.906 -0.372
H 5.404 1.895 1.297
F 1.571 3.176 4.282
B 0.805 2.086 3.881
F 0.179 2.422 2.613
F 1.604 0.953 3.705
F -0.210 1.825 4.805